Record 1
{
  "formula": "C47H124N8O14",
  "method": "ωB97M-V with the def2-TZVPD basis set",
  "spin_multiplicity": 2,
  "charge": -1,
  "relative_energy_kcal_mol": 39.07,
  "e_tot_ev": -91324.33758,
  "species": ["C", "C", "C", "O", "H", "H", "H", "H", "H", "H", "H", "H", "C", "C", "C", "O", "H", "H", "H", "H", "H", "H", "H", "H", "C", "C", "C", "O", "H", "H", "H", "H", "H", "H", "H", "H", "C", "O", "C", "C", "N", "C", "C", "O", "C", "H", "H", "H", "H", "H", "H", "H", "H", "H", "H", "H", "H", "H", "H", "H", "C", "O", "C", "C", "N", "C", "C", "O", "C", "H", "H", "H", "H", "H", "H", "H", "H", "H", "H", "H", "H", "H", "H", "H", "C", "O", "C", "C", "N", "C", "C", "O", "C", "H", "H", "H", "H", "H", "H", "H", "H", "H", "H", "H", "H", "H", "H", "H", "C", "C", "C", "O", "C", "N", "H", "H", "H", "H", "H", "H", "H", "H", "H", "H", "H", "C", "C", "C", "O", "C", "N", "H", "H", "H", "H", "H", "H", "H", "H", "H", "H", "H", "C", "C", "C", "O", "C", "N", "H", "H", "H", "H", "H", "H", "H", "H", "H", "H", "H", "C", "C", "C", "O", "C", "N", "H", "H", "H", "H", "H", "H", "H", "H", "H", "H", "H", "C", "C", "C", "O", "C", "N", "H", "H", "H", "H", "H", "H", "H", "H", "H", "H", "H"],
  "coordinates": [[-2.862, 2.673, -6.759], [-2.522, 1.671, -7.897], [-1.559, 2.122, -8.976], [-2.050, 0.491, -7.357], [-3.087, 3.688, -7.086], [-2.080, 2.718, -6.000], [-3.722, 2.333, -6.182], [-3.478, 1.324, -8.290], [-1.772, 1.435, -9.795], [-0.508, 2.049, -8.696], [-1.717, 3.097, -9.438], [-2.341, -0.180, -7.979], [1.043, -1.661, -5.987], [0.886, -2.164, -4.571], [1.062, -3.653, -4.576], [1.749, -1.533, -3.679], [0.841, -0.592, -6.053], [0.328, -2.193, -6.615], [2.030, -1.870, -6.399], [-0.123, -1.821, -4.342], [1.218, -4.018, -3.561], [2.000, -3.959, -5.038], [0.244, -4.202, -5.043], [2.351, -1.019, -4.223], [4.041, -1.963, -0.330], [3.466, -2.732, 0.900], [2.441, -3.780, 0.673], [4.523, -3.245, 1.625], [4.702, -1.166, 0.009], [3.232, -1.503, -0.898], [4.570, -2.592, -1.046], [3.075, -1.991, 1.597], [2.861, -4.736, 0.359], [1.701, -3.446, -0.055], [1.887, -4.050, 1.572], [4.910, -3.990, 1.158], [-2.091, 0.985, -3.570], [-1.286, 1.400, -2.469], [-0.296, 0.470, -2.051], [0.292, 0.847, -0.669], [-0.505, 0.603, 0.432], [-0.233, -0.680, 1.087], [-1.203, -1.073, 2.176], [-2.511, -1.084, 1.689], [-2.856, -2.041, 0.694], [-2.753, 1.847, -3.657], [-2.583, 0.031, -3.384], [-1.438, 0.876, -4.436], [0.523, 0.353, -2.761], [-0.686, -0.530, -1.860], [0.426, 1.928, -0.710], [1.311, 0.494, -0.510], [-1.465, 0.874, 0.593], [0.824, -0.856, 1.288], [-0.185, -1.449, 0.316], [-1.088, -0.299, 2.935], [-1.060, -2.038, 2.660], [-3.928, -2.147, 0.526], [-2.521, -3.051, 0.932], [-2.281, -1.837, -0.209], [5.863, -4.401, -6.296], [5.869, -3.068, -6.737], [5.056, -2.283, -5.918], [5.107, -0.741, -6.181], [4.202, 0.044, -5.303], [4.756, 0.069, -3.940], [3.955, 0.931, -3.003], [3.525, 2.160, -3.578], [2.910, 3.117, -2.796], [6.098, -4.611, -5.253], [6.531, -4.999, -6.917], [4.854, -4.793, -6.425], [5.492, -2.460, -4.935], [4.048, -2.678, -6.044], [4.833, -0.557, -7.219], [6.137, -0.392, -6.098], [4.249, 0.967, -5.710], [5.746, 0.524, -3.986], [4.757, -0.915, -3.472], [4.424, 1.131, -2.040], [3.007, 0.445, -2.773], [1.976, 2.734, -2.383], [2.720, 3.975, -3.440], [3.533, 3.277, -1.916], [5.977, 1.799, 1.515], [4.828, 2.603, 1.800], [3.540, 1.964, 1.703], [2.732, 2.311, 2.937], [3.173, 1.498, 4.116], [2.427, 1.807, 5.383], [3.278, 1.314, 6.506], [4.584, 2.007, 6.590], [5.342, 1.392, 7.621], [5.853, 0.795, 1.921], [6.869, 2.327, 1.850], [6.003, 1.839, 0.426], [3.610, 0.876, 1.695], [3.038, 2.234, 0.774], [1.722, 1.920, 2.821], [2.680, 3.396, 3.033], [4.125, 1.722, 4.370], [1.507, 1.222, 5.408], [2.134, 2.839, 5.578], [3.463, 0.250, 6.357], [2.704, 1.552, 7.401], [4.940, 1.470, 8.630], [6.282, 1.937, 7.718], [5.577, 0.356, 7.377], [-0.512, -5.154, 1.821], [-1.259, -5.872, 2.920], [-2.494, -5.000, 3.347], [-2.166, -3.871, 4.170], [-3.358, -3.150, 4.386], [-1.718, -7.186, 2.424], [0.365, -5.772, 1.630], [-0.064, -4.234, 2.196], [-1.051, -5.072, 0.877], [-0.544, -6.019, 3.729], [-3.125, -5.694, 3.903], [-3.035, -4.636, 2.473], [-4.066, -3.699, 5.007], [-3.830, -2.700, 3.512], [-3.133, -2.158, 4.777], [-2.578, -7.105, 1.901], [-1.098, -7.345, 1.642], [-0.209, 6.787, 5.803], [0.354, 6.087, 4.598], [-0.720, 5.321, 3.803], [-0.013, 4.616, 2.802], [-0.655, 3.513, 2.196], [0.982, 7.180, 3.843], [-0.807, 6.071, 6.367], [-0.993, 7.484, 5.509], [0.578, 7.149, 6.464], [1.185, 5.463, 4.928], [-1.486, 5.985, 3.402], [-1.256, 4.657, 4.481], [-0.149, 3.257, 1.266], [-1.687, 3.620, 1.863], [-0.603, 2.619, 2.817], [1.590, 6.843, 3.111], [0.273, 7.700, 3.346], [-9.946, 0.291, -0.730], [-8.590, 0.910, -0.432], [-7.718, 1.369, -1.591], [-7.183, 0.286, -2.284], [-6.412, 0.633, -3.455], [-8.770, 2.101, 0.405], [-10.660, 1.015, -1.123], [-10.346, -0.125, 0.195], [-9.918, -0.576, -1.390], [-8.081, 0.071, 0.044], [-6.781, 1.769, -1.204], [-8.211, 2.053, -2.281], [-6.277, -0.250, -4.080], [-5.486, 1.150, -3.204], [-7.028, 1.349, -3.999], [-7.833, 2.468, 0.495], [-9.295, 2.779, -0.129], [1.309, -1.962, 4.591], [2.799, -2.323, 4.867], [2.941, -3.867, 4.655], [2.181, -4.571, 5.651], [2.028, -5.896, 5.210], [3.739, -1.580, 4.164], [0.662, -2.523, 5.265], [1.184, -2.078, 3.514], [1.120, -0.912, 4.812], [3.082, -2.167, 5.908], [4.011, -4.064, 4.594], [2.770, -4.059, 3.596], [1.435, -5.844, 4.298], [1.502, -6.484, 5.963], [3.026, -6.332, 5.151], [3.862, -1.914, 3.219], [3.312, -0.669, 4.071], [-4.692, 4.124, -1.551], [-3.657, 3.703, -0.490], [-3.896, 2.290, 0.201], [-5.039, 2.311, 0.959], [-5.354, 1.094, 1.540], [-2.320, 3.801, -0.990], [-4.308, 5.036, -2.009], [-5.619, 4.448, -1.078], [-4.779, 3.319, -2.281], [-3.646, 4.444, 0.310], [-3.041, 2.032, 0.826], [-3.838, 1.488, -0.536], [-4.613, 0.648, 2.204], [-5.454, 0.417, 0.692], [-6.379, 1.176, 1.902], [-2.102, 4.741, -1.286], [-2.187, 3.125, -1.728]],
  "lowdin_spin": [0.03, 0.03, 0.03, 0.07, 0.00, 0.00, 0.01, 0.01, 0.01, 0.01, 0.00, 0.03, 0.02, 0.02, 0.09, 0.00, 0.01, 0.01, 0.00, 0.01, 0.02, 0.00, 0.02, 0.00, 0.01, 0.00, 0.02, 0.02, 0.00, 0.00, 0.01, 0.00, 0.02, 0.01, 0.00, 0.00, 0.02, 0.00, 0.01, 0.00, 0.00, 0.00, 0.00, 0.00, 0.05, 0.00, 0.02, 0.00, 0.00, 0.01, 0.00, 0.00, 0.00, 0.00, 0.00, 0.00, 0.00, 0.02, 0.01, 0.02, 0.02, 0.00, 0.01, 0.00, 0.00, 0.00, 0.00, 0.00, 0.00, 0.01, 0.00, 0.01, 0.00, 0.00, 0.00, 0.00, 0.00, 0.00, 0.00, 0.00, 0.00, 0.00, 0.00, 0.00, 0.00, 0.00, 0.00, 0.00, 0.00, 0.00, 0.00, 0.00, 0.00, 0.00, 0.00, 0.00, 0.00, 0.00, 0.00, 0.00, 0.00, 0.00, 0.00, 0.00, 0.00, 0.00, 0.00, 0.00, 0.03, 0.00, 0.01, 0.00, 0.00, 0.01, 0.01, 0.00, 0.03, 0.00, 0.00, 0.01, 0.00, 0.00, 0.00, 0.01, 0.01, 0.00, 0.00, 0.00, 0.00, 0.00, 0.00, 0.00, 0.00, 0.00, 0.00, 0.00, 0.00, 0.00, 0.00, 0.00, 0.00, 0.00, 0.00, 0.00, 0.00, 0.02, 0.03, 0.00, 0.00, 0.00, 0.00, 0.00, 0.00, 0.00, 0.02, 0.00, 0.01, 0.00, 0.00, 0.00, 0.00, 0.00, 0.00, 0.00, 0.00, 0.00, 0.00, 0.00, 0.00, 0.00, 0.00, 0.00, 0.00, 0.00, 0.00, 0.00, 0.01, 0.00, 0.00, 0.00, 0.00, 0.00, 0.00, 0.00, 0.00, 0.00, 0.00, 0.00, 0.00, 0.00, 0.00, 0.00, 0.00]
}

***

Record 2
{
  "formula": "C30H28AuIN2O4SSe",
  "method": "ωB97M-V with the def2-TZVPD basis set",
  "charge": 0,
  "relative_energy_kcal_mol": 36.69,
  "e_tot_ev": -130707.79860,
  "species": ["Au", "C", "C", "N", "C", "C", "C", "O", "C", "C", "N", "C", "C", "C", "C", "C", "C", "I", "C", "O", "H", "H", "H", "H", "H", "H", "H", "H", "H", "H", "H", "H", "O", "C", "O", "C", "C", "C", "C", "S", "C", "C", "H", "H", "H", "H", "H", "C", "C", "C", "C", "C", "C", "Se", "C", "C", "C", "H", "H", "H", "H", "H", "H", "H", "H", "H", "H", "H"],
  "coordinates": [[-0.393, -0.318, 0.006], [4.394, -1.082, 0.334], [4.012, 0.250, -0.215], [4.918, 1.156, -0.374], [4.608, 2.386, -0.793], [3.318, 2.782, -1.035], [3.039, 4.235, -1.357], [2.307, 4.438, -2.547], [2.268, 1.828, -0.887], [0.934, 2.296, -1.014], [-0.172, 1.663, -0.793], [-1.366, 2.365, -0.698], [-1.418, 3.598, -0.041], [-2.611, 4.276, 0.108], [-3.786, 3.740, -0.394], [-3.758, 2.507, -1.025], [-2.564, 1.830, -1.165], [-2.552, -0.062, -2.122], [2.604, 0.484, -0.515], [1.820, -0.498, -0.426], [5.442, -1.084, 0.617], [4.210, -1.873, -0.390], [3.774, -1.290, 1.204], [5.441, 3.065, -0.888], [3.987, 4.788, -1.386], [2.428, 4.676, -0.561], [2.854, 4.190, -3.299], [0.843, 3.331, -1.336], [-0.505, 3.996, 0.377], [-2.625, 5.230, 0.613], [-4.724, 4.264, -0.292], [-4.666, 2.057, -1.397], [0.639, -8.409, 0.493], [0.462, -7.418, -0.405], [0.542, -7.656, -1.579], [0.157, -6.064, 0.132], [-0.240, -5.079, -0.776], [-0.553, -3.810, -0.351], [-0.493, -3.497, 1.005], [-1.017, -1.945, 1.586], [-0.080, -4.464, 1.920], [0.248, -5.730, 1.486], [0.493, -8.121, 1.404], [-0.305, -5.342, -1.820], [-0.868, -3.058, -1.059], [-0.028, -4.208, 2.969], [0.593, -6.439, 2.229], [-0.134, -0.132, 8.722], [-0.014, -0.132, 7.231], [-1.124, 0.032, 6.410], [-0.999, 0.133, 5.035], [-2.214, 0.274, 4.177], [0.286, 0.086, 4.470], [0.564, 0.542, 2.643], [1.406, -0.205, 5.268], [2.770, -0.416, 4.690], [1.231, -0.296, 6.637], [-1.168, -0.013, 9.035], [0.451, 0.687, 9.139], [0.256, -1.058, 9.143], [-2.108, 0.092, 6.855], [-3.121, 0.196, 4.772], [-2.219, -0.514, 3.424], [-2.213, 1.233, 3.656], [2.706, -0.612, 3.621], [3.255, -1.261, 5.177], [3.391, 0.466, 4.843], [2.094, -0.489, 7.260]],
  "lowdin_charge": [0.50, -0.02, -0.26, 0.11, -0.12, -0.16, -0.22, -0.06, -0.08, -0.06, -0.08, -0.37, -0.02, -0.07, -0.08, -0.15, -0.61, 0.94, -0.33, -0.15, 0.08, 0.08, 0.07, 0.10, 0.12, 0.12, 0.10, 0.12, 0.12, 0.11, 0.11, 0.09, 0.12, -0.48, 0.12, -0.12, 0.00, -0.09, -0.64, 0.65, -0.10, -0.02, 0.09, 0.12, 0.08, 0.11, 0.11, -0.04, -0.25, -0.01, -0.30, -0.08, -0.51, 0.88, -0.30, -0.08, -0.02, 0.07, 0.09, 0.08, 0.12, 0.08, 0.01, 0.08, 0.02, 0.09, 0.09, 0.13]
}

***

Record 3
{
  "formula": "C22H42GeIrN3O2",
  "method": "ωB97M-V with the def2-TZVPD basis set",
  "charge": 2,
  "relative_energy_kcal_mol": 9.64,
  "e_tot_ev": -91398.73463,
  "species": ["Ir", "C", "O", "C", "O", "N", "N", "H", "H", "H", "H", "H", "H", "C", "C", "C", "C", "C", "C", "C", "C", "C", "C", "C", "C", "N", "H", "H", "H", "H", "H", "H", "H", "H", "H", "H", "H", "H", "H", "H", "H", "H", "H", "C", "C", "C", "C", "Ge", "C", "C", "C", "C", "H", "H", "H", "H", "H", "H", "H", "H", "H", "H", "H", "H", "H", "H", "H", "H", "H", "H", "H"],
  "coordinates": [[-0.216, -0.161, 0.513], [-2.511, -2.988, 4.350], [-2.007, -3.016, 2.991], [-1.665, -1.929, 2.377], [-1.253, -1.974, 1.211], [-1.755, -0.730, 3.009], [-1.411, 0.406, 2.249], [-2.688, -4.025, 4.606], [-3.451, -2.438, 4.390], [-1.761, -2.569, 5.021], [-2.166, -0.597, 3.920], [-0.792, 1.005, 2.796], [-2.260, 0.925, 2.020], [2.136, 1.958, 2.613], [2.860, 0.630, 2.836], [1.996, -0.397, 3.576], [3.484, 0.027, 1.594], [4.850, -0.100, 1.571], [5.505, -0.742, 0.517], [4.802, -1.311, -0.532], [3.426, -1.222, -0.606], [2.720, -1.986, -1.704], [1.893, -3.147, -1.131], [1.916, -1.140, -2.692], [2.763, -0.482, 0.444], [1.448, -0.348, 0.297], [1.872, 2.392, 3.580], [1.228, 1.834, 2.026], [2.762, 2.679, 2.088], [3.704, 0.853, 3.489], [1.142, -0.715, 2.975], [1.625, 0.038, 4.507], [2.568, -1.289, 3.831], [5.433, 0.285, 2.397], [6.584, -0.828, 0.538], [5.336, -1.853, -1.301], [3.530, -2.434, -2.282], [1.026, -2.795, -0.570], [2.494, -3.780, -0.477], [1.527, -3.765, -1.951], [0.986, -0.776, -2.261], [1.657, -1.760, -3.550], [2.499, -0.291, -3.055], [-2.682, 1.500, -4.759], [-1.711, 2.254, -3.861], [-0.520, 1.397, -3.442], [0.403, 2.091, -2.435], [-0.115, 2.120, -0.559], [-2.041, 2.273, -0.184], [-2.681, 0.953, -0.634], [-4.167, 0.815, -0.332], [-4.748, -0.508, -0.810], [-3.523, 2.127, -5.052], [-3.082, 0.615, -4.257], [-2.187, 1.161, -5.670], [-2.238, 2.626, -2.974], [-1.339, 3.143, -4.376], [0.061, 1.142, -4.332], [-0.872, 0.437, -3.048], [0.525, 3.150, -2.688], [1.405, 1.664, -2.468], [0.774, 3.118, 0.192], [-2.509, 3.121, -0.686], [-2.184, 2.469, 0.883], [-2.198, 0.043, -0.153], [-2.500, 0.795, -1.696], [-4.671, 1.656, -0.815], [-4.343, 0.943, 0.744], [-4.603, -0.631, -1.885], [-5.817, -0.561, -0.612], [-4.272, -1.357, -0.311]],
  "lowdin_charge": [1.22, 0.02, 0.06, -0.56, -0.05, 0.07, -0.02, 0.12, 0.11, 0.11, 0.16, 0.12, 0.10, -0.06, -0.36, -0.05, -0.09, 0.01, 0.03, 0.01, -0.09, -0.36, -0.04, -0.06, -0.20, -0.11, 0.10, -0.02, 0.09, 0.14, 0.03, 0.09, 0.10, 0.13, 0.13, 0.13, 0.14, 0.05, 0.09, 0.10, 0.03, 0.10, 0.09, -0.09, -0.27, -0.30, -0.34, 0.90, -0.35, -0.34, -0.25, -0.08, 0.08, 0.07, 0.08, 0.09, 0.12, 0.12, 0.09, 0.08, 0.04, -0.03, 0.08, 0.05, 0.04, 0.09, 0.13, 0.11, 0.08, 0.09, 0.07]
}

***

Record 4
{
  "formula": "C15H23PdS4",
  "method": "ωB97M-V with the def2-TZVPD basis set",
  "charge": 1,
  "relative_energy_kcal_mol": 0.00,
  "e_tot_ev": -62743.42614,
  "species": ["Pd", "C", "C", "S", "C", "C", "S", "C", "C", "S", "C", "C", "S", "H", "H", "H", "H", "H", "H", "H", "H", "H", "H", "H", "H", "H", "H", "H", "H", "C", "C", "C", "C", "C", "C", "C", "H", "H", "H", "H", "H", "H", "H"],
  "coordinates": [[-0.106, -0.076, -0.028], [-0.838, -0.804, 3.040], [-1.532, -1.990, 2.363], [-1.670, -1.838, 0.540], [-0.666, -3.238, -0.098], [0.234, -2.886, -1.284], [1.781, -2.146, -0.685], [2.253, -0.924, -1.921], [2.885, 0.284, -1.239], [1.748, 1.292, -0.208], [2.466, 1.171, 1.482], [1.434, 0.925, 2.581], [0.852, -0.775, 2.434], [-0.888, -0.914, 4.123], [-1.354, 0.118, 2.758], [-2.552, -2.071, 2.738], [-1.032, -2.931, 2.594], [-1.371, -4.008, -0.408], [-0.093, -3.640, 0.738], [-0.267, -2.202, -1.972], [0.441, -3.808, -1.830], [1.369, -0.623, -2.484], [2.978, -1.327, -2.631], [3.281, 0.957, -1.999], [3.724, 0.003, -0.602], [2.970, 2.118, 1.669], [3.222, 0.385, 1.474], [0.599, 1.620, 2.474], [1.902, 1.098, 3.550], [-1.335, 1.320, -0.828], [-1.666, 0.617, -2.094], [-0.786, 0.692, -3.176], [-0.981, -0.070, -4.317], [-2.081, -0.912, -4.406], [-2.995, -0.956, -3.365], [-2.796, -0.187, -2.225], [-2.128, 1.437, -0.096], [-0.684, 2.180, -0.944], [0.058, 1.372, -3.118], [-0.285, 0.009, -5.142], [-2.244, -1.504, -5.296], [-3.877, -1.576, -3.444], [-3.521, -0.216, -1.421]],
  "lowdin_charge": [0.38, -0.51, -0.49, 0.89, -0.48, -0.51, 0.88, -0.52, -0.47, 0.90, -0.48, -0.51, 0.86, 0.09, 0.08, 0.08, 0.08, 0.08, 0.08, 0.07, 0.09, 0.05, 0.09, 0.09, 0.08, 0.09, 0.08, 0.08, 0.09, -0.17, -0.33, -0.08, -0.08, -0.08, -0.07, -0.08, 0.07, 0.03, 0.11, 0.11, 0.11, 0.11, 0.11]
}